(one)
Density functional theory data (the ωB97M-V functional and the def2-TZVPD basis) for a cluster of 2 separate species, C4H7NP2 in total.

Output
Kohn-Sham gap, eV: 9.250
HOMO, eV: -8.912
Structure (SMILES): [H]/N=C(\P)C=C.C#P
Multiplicity: 1

```
14
C4H7NP2 the ωB97M-V functional and the def2-TZVPD basis
H -0.45976 -0.34193 1.65324
N 0.05749 -0.58453 0.83108
C 0.43544 0.29292 0.02602
P -0.06788 2.05822 0.39620
C 1.15354 0.01039 -1.21331
C 2.00571 -1.04340 -1.15813
H 1.25063 2.27630 0.67582
H -0.05512 1.70404 1.77312
H 0.88037 0.51921 -2.03746
H 2.63822 -1.15420 -2.03025
H 2.13782 -1.71833 -0.31283
C -3.21216 -0.76384 0.56973
P -3.68263 -0.36535 -0.85584
H -3.08170 -0.88949 1.68262
```

Here are the Löwdin charges for atoms 1 to 6, given in e: H 0.006; N 0.067; C -0.713; P 0.815; C -0.173; C 0.042

=====

(two)
Density functional theory data (the ωB97M-V functional and the def2-TZVPD basis) for a cluster of 2 separate species, C4H7NP2 in total.

Output
Kohn-Sham gap, eV: 9.601
HOMO, eV: -8.945
Structure (SMILES): CC=C=P.N#CP
Multiplicity: 1

```
14
C4H7NP2 the ωB97M-V functional and the def2-TZVPD basis
C 0.10734 1.62321 -0.08925
C 1.30732 1.05034 0.60339
C 2.01917 0.05480 0.16467
P 3.03796 -1.05507 -0.46860
H 0.21519 2.70183 -0.19624
H -0.78741 1.43448 0.50803
H -0.02275 1.17757 -1.07352
H 1.52783 1.48357 1.57312
H 2.37131 -2.16562 0.06704
N -0.19633 -1.57886 0.78773
C -1.20416 -1.27321 0.33831
P -2.74666 -0.68908 -0.29378
H -3.30640 -1.96849 -0.29987
H -2.32241 -0.79549 -1.62101
```

Here are the Löwdin charges for atoms 1 to 6, given in e: C -0.131; C -0.272; C -0.579; P 0.773; H 0.072; H 0.042

=====

Q: Which of them is the least stable? A: (one).